P:
Density functional theory data (ωB97M-V with the def2-TZVPD basis set) for a gas-phase ion, C25H33N2O (charge +1).

M (g/mol): 377.55
SMILES: COc1ccc([C@@H](c2ccccc2)[C@H]2CCCCC2=[N+]2CCN(C)CC2)cc1
Total charge: +1
Gap between HOMO and LUMO (hartree): 0.279
LUMO (eV): -3.3

Each line ends with the Mulliken charge.
Positions of all 61 atoms, in Å:
C (3.35461, -6.13991, -0.20026)  -0.81
O (3.12366, -5.08485, -1.15154)  -0.44
C (2.14756, -4.17916, -0.88885)  0.85
C (2.00519, -3.12950, -1.82650)  -1.01
C (1.11020, -2.10878, -1.57518)  -0.61
C (0.30707, -2.10477, -0.42670)  0.70
C (-0.64760, -0.95418, -0.27968)  0.43
C (-2.12998, -1.32069, -0.10694)  0.10
C (-3.10455, -0.36996, -0.45898)  -0.08
C (-4.41325, -0.48498, 0.00672)  -0.84
C (-4.80268, -1.61496, 0.72770)  -0.52
C (-3.88337, -2.63862, 0.93582)  -0.75
C (-2.55989, -2.51065, 0.49969)  -0.56
C (0.41488, 0.18133, 0.80759)  0.69
C (0.97689, -0.53377, 2.01042)  -0.21
C (2.43540, -0.25090, 2.36202)  -1.06
C (2.59456, 1.23353, 2.65409)  -1.06
C (1.95014, 2.13180, 1.57173)  -0.74
C (0.85986, 1.54117, 0.71818)  0.96
N (0.17045, 2.50060, 0.01213)  -0.01
C (0.82297, 3.79292, -0.19388)  -0.74
C (0.00431, 4.81285, -0.96866)  -1.09
N (-0.78869, 4.19755, -2.00419)  0.03
C (-1.41858, 5.17110, -2.86041)  -1.02
C (-1.70548, 3.23100, -1.47126)  -1.30
C (-0.95804, 2.09422, -0.79805)  -0.94
C (0.43852, -3.16493, 0.48720)  -0.31
C (1.30825, -4.22387, 0.24510)  -1.73
H (4.27017, -6.60735, -0.56330)  0.25
H (3.49800, -5.75435, 0.82026)  0.34
H (2.52040, -6.85525, -0.21910)  0.33
H (2.59827, -3.15206, -2.73663)  0.44
H (1.06427, -1.24968, -2.25070)  0.36
H (-0.54059, -0.34526, -1.18247)  0.45
H (-2.83239, 0.47229, -1.10268)  0.56
H (-5.12719, 0.29752, -0.22821)  0.41
H (-5.83896, -1.72490, 1.05783)  0.39
H (-4.18939, -3.56487, 1.42370)  0.41
H (-1.85724, -3.33304, 0.65011)  0.61
H (-0.77593, 0.12097, 0.84619)  -0.03
H (0.32179, -0.18938, 2.84205)  0.33
H (0.88013, -1.62094, 1.97693)  0.09
H (2.74226, -0.86276, 3.22232)  0.36
H (3.12120, -0.52380, 1.54957)  0.41
H (2.11717, 1.45307, 3.62305)  0.36
H (3.65871, 1.49284, 2.74755)  0.39
H (2.78413, 2.50902, 0.95193)  0.45
H (1.54715, 3.00488, 2.12245)  0.39
H (1.78196, 3.65221, -0.73301)  0.43
H (1.05256, 4.26365, 0.77782)  0.24
H (0.70296, 5.50368, -1.45446)  0.46
H (-0.61946, 5.39271, -0.25840)  0.41
H (-1.89585, 4.65784, -3.69909)  0.34
H (-2.18496, 5.78159, -2.35359)  0.39
H (-0.65000, 5.84827, -3.24980)  0.33
H (-2.42347, 3.67783, -0.74788)  0.39
H (-2.28685, 2.81738, -2.30621)  0.55
H (-0.61744, 1.41007, -1.59158)  0.11
H (-1.68359, 1.57852, -0.15434)  1.04
H (-0.08347, -3.15102, 1.45693)  0.72
H (1.33327, -5.07327, 0.93544)  0.41

Q:
Density functional theory data (ωB97M-V with the def2-TZVPD basis set) for 2 unconnected molecules or ions with the total composition C25H33N2O.

M (g/mol): 377.55
Total charge: +1
Gap between HOMO and LUMO (hartree): 0.150
LUMO (eV): -5.6

Each line ends with the Mulliken charge.
Positions of all 61 atoms, in Å:
C (-3.96118, -0.38747, 0.96276)  -0.88
N (-3.50573, -0.55712, 2.30210)  0.06
C (-3.06894, -1.86067, 2.72119)  -1.13
C (-1.55262, -2.00401, 2.93893)  -0.56
C (-0.77284, -0.68951, 2.87267)  0.96
N (0.61188, -0.74960, 2.79330)  0.14
C (1.27498, -2.05830, 2.76020)  -0.51
C (2.77078, -1.91640, 3.00955)  -0.77
O (3.35797, -0.96798, 2.11186)  -0.38
C (2.79902, 0.33548, 2.31166)  -0.68
C (1.29216, 0.34366, 2.07981)  0.34
C (-1.42686, 0.51525, 2.98995)  0.30
C (-2.91217, 0.58358, 2.99874)  -1.16
H (-4.58898, 0.51662, 0.89981)  0.31
H (-3.13051, -0.28583, 0.22584)  0.27
H (-4.55419, -1.27683, 0.69442)  0.36
H (-3.58779, -2.07245, 3.67598)  0.24
H (-3.46408, -2.56399, 1.97025)  0.42
H (-1.41794, -2.46635, 3.93135)  0.39
H (-1.19496, -2.74945, 2.20556)  0.30
H (0.85230, -2.71448, 3.53070)  0.38
H (1.13963, -2.53375, 1.76987)  0.32
H (2.93534, -1.62012, 4.06258)  0.35
H (3.28864, -2.85593, 2.78273)  0.36
H (3.02803, 0.70617, 3.33104)  0.39
H (3.29739, 0.96462, 1.55570)  0.31
H (1.12706, 0.24971, 0.98939)  0.22
H (0.89545, 1.31268, 2.39525)  -0.45
H (-0.91029, 1.46796, 3.10938)  -0.48
H (-3.32938, 1.48224, 2.52259)  0.46
H (-3.27769, 0.55073, 4.04552)  0.12
C (2.14714, 7.04666, -1.09463)  -1.42
C (1.65156, 6.25425, 0.07616)  1.06
C (2.55418, 5.52746, 0.86817)  -0.76
C (2.09981, 4.72133, 1.89826)  -0.46
C (0.70072, 4.61404, 2.19135)  0.64
C (0.26156, 3.77069, 3.25786)  -0.32
C (-0.81080, 4.05486, 4.14369)  0.46
C (-1.09847, 3.14364, 5.21003)  -0.57
C (-2.23388, 3.28543, 5.98541)  -0.66
C (-3.12647, 4.34609, 5.76233)  1.05
C (-4.38375, 4.43730, 6.57111)  -1.44
C (-2.79512, 5.32452, 4.81340)  -0.97
C (-1.64217, 5.21814, 4.05288)  -0.69
C (-0.19731, 5.37574, 1.37763)  -0.68
C (0.28190, 6.19805, 0.37032)  -0.99
H (1.39291, 7.77745, -1.40636)  0.37
H (3.06788, 7.58552, -0.83948)  0.38
H (2.37343, 6.40942, -1.96414)  0.30
H (3.62196, 5.59423, 0.64160)  0.39
H (2.80679, 4.16458, 2.52148)  0.44
H (0.90467, 2.92308, 3.51614)  0.72
H (-0.40377, 2.32049, 5.39615)  0.35
H (-2.45757, 2.55816, 6.77137)  0.43
H (-5.07447, 5.16448, 6.13253)  0.39
H (-4.88576, 3.46295, 6.63949)  0.37
H (-4.16433, 4.75933, 7.59805)  0.32
H (-3.47599, 6.17116, 4.67849)  0.39
H (-1.39403, 6.02839, 3.36693)  0.82
H (-1.27662, 5.30254, 1.53967)  0.75
H (-0.40696, 6.79884, -0.23035)  0.33

List of relative energies, unit kJ/mol: P 102.5; Q 0.0

P:
Density functional theory data (ωB97M-V with the def2-TZVPD basis set) for 2 unconnected molecules or ions with the total composition CH3BrO.

M (g/mol): 110.94
Total charge: 0
Gap between HOMO and LUMO (hartree): 0.313
LUMO (eV): -0.6

Each line ends with the Mulliken charge.
Positions of all 6 atoms, in Å:
C (0.00573, 0.11002, -0.09781)  -0.36
O (0.11065, 1.10688, -1.82411)  -0.44
Br (1.52429, 2.11553, -1.87743)  0.05
H (-0.88537, 0.71623, 0.06813)  0.23
H (1.05822, 0.18668, 0.21987)  0.28
H (-0.36381, -0.89465, -0.20512)  0.24

Q:
Density functional theory data (ωB97M-V with the def2-TZVPD basis set) for 2 unconnected molecules or ions with the total composition CH3BrO.

M (g/mol): 110.94
Total charge: 0
Gap between HOMO and LUMO (hartree): 0.337
LUMO (eV): 0.3

Each line ends with the Mulliken charge.
Positions of all 6 atoms, in Å:
C (1.94153, -0.46550, 0.28470)  -0.09
O (1.38101, -0.77826, -0.70046)  -0.09
Br (3.77927, 0.04568, 0.10725)  -0.16
H (1.68878, 1.88188, 2.10643)  0.08
H (2.18122, 1.35885, 2.39068)  -0.07
H (1.73058, -1.01504, -1.56472)  0.33

R:
Density functional theory data (ωB97M-V with the def2-TZVPD basis set) for a single CH3BrO molecule.

M (g/mol): 110.94
SMILES: COBr
Total charge: 0
Gap between HOMO and LUMO (alpha / beta) (hartree): 0.287 / 0.287
LUMO (alpha / beta) (eV): -2.7 / -2.7

Each line ends with the Mulliken charge.
Positions of all 6 atoms, in Å:
C (0.52648, -0.04909, -0.02507)  -0.54
O (-0.57658, 0.74656, 0.04438)  -0.40
Br (-2.60822, -0.26990, -0.18880)  0.06
H (1.29811, 0.49101, 0.42338)  0.28
H (0.85325, -0.06602, -1.05028)  0.31
H (0.50696, -0.85256, 0.79639)  0.29

List of relative energies, unit kJ/mol: P 49.8; Q 22.8; R 0.0

P:
Density functional theory data (ωB97M-V with the def2-TZVPD basis set) for 2 unconnected molecules or ions with the total composition C2H5O2S.

M (g/mol): 93.13
Total charge: -1
Gap between HOMO and LUMO (hartree): 0.257
LUMO (eV): 3.2

Each line ends with the Mulliken charge.
Positions of all 10 atoms, in Å:
C (0.66716, 0.75043, -0.58753)  -0.68
S (0.92760, 1.25754, -2.24520)  -0.24
H (-0.41549, 0.51959, -0.34813)  0.27
H (1.19872, -0.07336, -0.25371)  0.29
H (0.94657, 1.68081, 0.05598)  0.23
O (-0.00837, -0.98074, 2.04160)  -0.63
C (-0.92559, -1.57272, 1.37257)  -0.01
O (-1.88095, -1.30546, 0.56921)  -0.63
H (-0.79830, -2.67550, 1.33046)  0.31
H (0.28864, 2.39940, -1.93526)  0.09

Q:
Density functional theory data (ωB97M-V with the def2-TZVPD basis set) for 2 unconnected molecules or ions with the total composition C2H5O2S.

M (g/mol): 93.13
Total charge: -1
Gap between HOMO and LUMO (hartree): 0.263
LUMO (eV): 4.0

Each line ends with the Mulliken charge.
Positions of all 10 atoms, in Å:
C (1.87908, -1.21753, -0.87428)  -0.75
S (1.47534, -0.32883, 0.73097)  -0.67
H (2.18613, -0.50708, -1.57528)  0.22
H (2.69614, -1.91860, -0.83357)  0.24
H (1.02528, -1.97192, -1.22604)  0.19
O (-2.76042, 1.03938, -0.42718)  -0.61
C (-2.33500, 1.30401, 0.72632)  0.21
O (-1.15750, 1.08592, 1.12122)  -0.33
H (-2.71002, 2.00515, 1.41004)  0.30
H (-0.29902, 0.50951, 0.94779)  0.20

List of relative energies, unit kJ/mol: P 0.0; Q 29.5

P:
Density functional theory data (ωB97M-V with the def2-TZVPD basis set) for 4 unconnected molecules or ions with the total composition C4H12O4.

M (g/mol): 124.14
SMILES: C=CC(=C)O.O.O.O
Total charge: 0
Gap between HOMO and LUMO (hartree): 0.342
LUMO (eV): 0.5

Each line ends with the Mulliken charge.
Positions of all 20 atoms, in Å:
C (0.41917, -2.22364, -1.95308)  -0.57
C (0.88360, -1.58457, -0.89429)  -0.32
C (1.78192, -0.41146, -0.90288)  0.36
C (3.09595, -0.45816, -1.01364)  -0.81
O (1.03257, 0.72768, -0.85725)  -0.48
H (0.80900, -1.98856, -2.93567)  0.26
H (-0.29941, -3.03737, -1.99508)  0.28
H (0.62408, -1.82450, 0.13494)  0.28
H (3.79798, 0.35210, -1.09135)  0.31
H (3.61207, -1.38266, -1.23152)  0.28
H (1.34829, 1.49187, -0.30657)  0.40
O (1.97561, 2.58556, 0.82166)  -0.72
H (1.08752, 2.67238, 1.27062)  0.41
H (2.47573, 2.12940, 1.50642)  0.34
O (-6.37085, -0.87099, 1.93404)  -0.64
H (-6.41286, -1.81223, 1.82732)  0.32
H (-7.18708, -0.53565, 1.56243)  0.32
O (-0.65765, 2.29158, 1.49040)  -0.70
H (-1.37221, 1.91185, 2.02999)  0.32
H (-0.64346, 1.96738, 0.60352)  0.35

Q:
Density functional theory data (ωB97M-V with the def2-TZVPD basis set) for 2 unconnected molecules or ions with the total composition C4H12O4.

M (g/mol): 124.14
SMILES: CC(C)(O)O.COO
Total charge: 0
Gap between HOMO and LUMO (hartree): 0.376
LUMO (eV): 0.5

Each line ends with the Mulliken charge.
Positions of all 20 atoms, in Å:
C (-1.36464, 1.92998, -1.63894)  -1.57
C (-0.72963, 0.83736, -0.78793)  1.29
C (0.67185, 0.39106, -1.40560)  -1.17
O (-1.60243, -0.24996, -0.76500)  -0.59
O (-0.52830, 1.35946, 0.49378)  -0.63
H (-2.33178, 2.17655, -1.20859)  0.37
H (-0.73315, 2.80238, -1.63087)  0.38
H (-1.50635, 1.57735, -2.65442)  0.37
H (1.12947, -0.43222, -0.86173)  0.22
H (1.34793, 1.24386, -1.41384)  0.30
H (0.48715, 0.05256, -2.42492)  0.34
H (-1.26873, -0.91429, -0.13867)  0.35
H (-0.27783, 0.62977, 1.07885)  0.34
C (1.67993, -1.40558, 1.96315)  -0.60
O (0.51057, -1.39354, 1.17708)  -0.18
O (-0.66940, -1.72245, 1.95859)  -0.34
H (1.88980, -2.40011, 2.36458)  0.25
H (1.61349, -0.68286, 2.77722)  0.30
H (2.46685, -1.11950, 1.26515)  0.27
H (-0.78479, -2.67983, 1.85212)  0.32

List of relative energies, unit kJ/mol: P 0.0; Q 133.0

P:
Density functional theory data (ωB97M-V with the def2-TZVPD basis set) for 4 unconnected molecules or ions with the total composition C4H12O4.

M (g/mol): 124.14
SMILES: C=CC(=C)O.O.O.O
Total charge: 0
Gap between HOMO and LUMO (hartree): 0.363
LUMO (eV): 0.3

Each line ends with the Mulliken charge.
Positions of all 20 atoms, in Å:
C (-1.56419, 1.85979, -1.47833)  -0.70
C (-0.36122, 1.44769, -1.04465)  -0.56
C (-0.28814, 1.12515, 0.40799)  1.09
C (-1.11213, 0.47058, 1.23544)  -1.19
O (0.85539, 1.80295, 0.86927)  -0.52
H (-2.34426, 1.86158, -0.74778)  0.25
H (-1.83951, 1.89918, -2.50905)  0.32
H (0.59461, 1.61597, -1.56232)  0.39
H (-0.94781, 0.40906, 2.28996)  0.37
H (-2.10796, 0.10879, 0.86046)  0.27
H (1.00021, 1.57205, 1.79299)  0.30
O (0.61826, -2.34381, 1.61186)  -0.65
H (1.30749, -2.33821, 0.94515)  0.26
H (0.03668, -1.61370, 1.31954)  0.38
O (2.95916, -0.91157, -0.33801)  -0.61
H (2.48247, -1.62954, -0.75854)  0.31
H (2.67582, -0.80747, 0.57432)  0.30
O (-0.30719, -1.68176, -1.28948)  -0.62
H (-0.49859, -0.73585, -1.00678)  0.30
H (-1.15909, -2.11088, -1.17207)  0.32

Q:
Density functional theory data (ωB97M-V with the def2-TZVPD basis set) for 5 unconnected molecules or ions with the total composition C4H12O4.

M (g/mol): 124.14
Total charge: 0
Gap between HOMO and LUMO (hartree): 0.119
LUMO (eV): -4.8

Each line ends with the Mulliken charge.
Positions of all 20 atoms, in Å:
O (1.90877, -1.40933, 1.43893)  -0.65
C (-0.63823, -2.20902, -1.15026)  0.32
O (-1.79231, -1.82638, -1.68343)  -0.46
C (-0.40953, -1.81022, 0.44429)  -0.63
C (0.25292, -1.08572, -0.78785)  -0.03
C (-0.20345, 0.29838, -0.86474)  -0.35
H (-0.33072, -3.29826, -1.32125)  0.41
H (0.36074, -2.26727, 1.09753)  0.33
H (-1.35021, -1.85964, 0.92398)  0.38
H (-2.12934, 0.43359, 0.03401)  0.66
H (1.34603, -1.30665, -0.95098)  0.33
H (-0.23922, 0.73993, -1.84417)  0.43
H (0.10570, 1.00631, -0.05093)  0.28
H (-1.40568, 0.25386, -0.50660)  -0.54
H (2.46285, -1.71838, 2.06882)  0.21
H (0.56767, 2.92118, 0.41582)  0.45
O (-0.58916, 3.60506, -0.08572)  -0.87
H (-0.74832, 4.48136, 0.25896)  0.22
H (1.39822, 2.59955, 1.79445)  0.28
O (1.43329, 2.45165, 0.76915)  -0.76

List of relative energies, unit kJ/mol: P 0.0; Q 1326.6

P:
Density functional theory data (ωB97M-V with the def2-TZVPD basis set) for 2 unconnected molecules or ions with the total composition H3N2PS.

M (g/mol): 94.08
Total charge: 0
Gap between HOMO and LUMO (alpha / beta) (hartree): 0.265 / 0.213
LUMO (alpha / beta) (eV): -1.1 / -1.5

Each line ends with the Mulliken charge.
Positions of all 7 atoms, in Å:
N (-0.52834, -0.21451, 0.62346)  -0.47
N (-0.25363, -1.32698, -0.09753)  -0.22
P (0.90495, 2.23854, 0.40856)  0.19
S (0.55599, 3.05096, -1.38243)  -0.23
H (-0.99109, -1.43817, -0.91606)  0.26
H (0.02448, -2.28191, 0.06085)  0.24
H (0.28764, -0.02793, 1.30315)  0.23

Q:
Density functional theory data (ωB97M-V with the def2-TZVPD basis set) for a molecular structure, H3N2PS.

M (g/mol): 94.08
Total charge: 0
Gap between HOMO and LUMO (hartree): 0.282
LUMO (eV): -0.6

Each line ends with the Mulliken charge.
Positions of all 7 atoms, in Å:
N (-0.14499, -0.06546, -0.73885)  0.02
N (-0.66858, 0.83471, -1.55421)  -0.32
P (-0.27604, -1.19771, 0.24077)  0.19
S (1.58950, -0.56039, 2.07536)  -0.48
H (-1.57442, 0.73275, -1.88795)  0.23
H (-0.30794, 1.71514, -1.19146)  0.26
H (1.38248, -1.45905, 3.05635)  0.10

List of relative energies, unit kJ/mol: P 126.2; Q 0.0